# 1
Here is a molecular structure, C5H17ClFeO6P at a distorted geometry from OMol25. Energies are from ωB97M-V/def2-TZVPD.

Geometry as ORCA input:
```
! RIJCOSX wB97M-V def2-TZVPD def2/J DEFGRID3
* xyz 2 6
Fe 3.288 -0.009 0.223
Cl 1.951 1.120 -0.024
C 0.616 1.575 -2.697
O 0.075 0.743 -1.732
H 0.771 2.563 -2.263
H 1.585 1.178 -2.997
H 0.014 1.733 -3.592
H 0.732 0.620 -1.043
C 0.780 2.494 2.311
O 2.112 2.557 1.810
H 0.174 3.307 1.911
H 0.197 1.590 2.135
H 0.901 2.692 3.376
H 2.266 1.970 1.067
C -2.584 -3.098 1.413
O -1.195 -3.156 1.225
P -0.399 -1.986 0.422
O 1.113 -2.057 0.466
O -1.091 -2.146 -1.087
C -0.373 -1.492 -2.126
O -0.964 -0.585 1.127
C -0.312 0.583 0.778
H -3.044 -2.377 0.738
H -2.681 -2.721 2.431
H -3.042 -4.082 1.312
H -1.024 -0.769 -2.618
H -0.065 -2.225 -2.872
H 0.512 -0.971 -1.761
H -0.943 1.298 0.251
H 0.580 0.544 0.153
H 0.049 1.102 1.665
*
```

Summary:
Frontier orbital gap (spin up / spin down): 7.65 / 4.73 eV
Electronic energy: -73911.778 eV


# 2
Here is a molecular structure, C5H17ClO6PSr at a distorted geometry from OMol25. Energies are from ωB97M-V/def2-TZVPD.

Geometry as ORCA input:
```
! RIJCOSX wB97M-V def2-TZVPD def2/J DEFGRID3
* xyz 2 2
Sr 1.181 -3.040 1.044
Cl 1.722 -0.123 1.190
C 4.434 1.037 -1.485
O 3.002 1.313 -1.562
H 4.683 1.609 -2.379
H 4.877 1.423 -0.567
H 4.550 -0.029 -1.681
H 2.674 1.017 -0.710
C 1.664 3.042 4.598
O 1.090 2.543 3.392
H 2.729 3.268 4.643
H 1.089 3.959 4.731
H 1.415 2.277 5.334
H 1.540 1.726 3.166
C -0.531 0.752 -1.501
O -1.205 -0.511 -1.777
P -1.848 -1.504 -0.635
O -0.766 -2.075 0.216
O -2.918 -0.602 0.158
C -4.014 -0.152 -0.583
O -2.746 -2.681 -1.391
C -2.274 -3.893 -1.753
H -0.919 1.182 -0.578
H -0.581 1.454 -2.334
H 0.530 0.504 -1.480
H -3.968 -0.248 -1.668
H -4.155 0.928 -0.537
H -4.943 -0.668 -0.343
H -3.015 -4.662 -1.972
H -1.642 -4.208 -0.923
H -1.653 -3.640 -2.612
*
```

Summary:
Frontier orbital gap (spin up / spin down): 7.11 / 2.36 eV
Electronic energy: -40376.853 eV


# 3
Here is 3 unconnected molecules or ions with the total composition C5H17N2O at a distorted geometry from OMol25. Energies are from ωB97M-V/def2-TZVPD.

Geometry as ORCA input:
```
! RIJCOSX wB97M-V def2-TZVPD def2/J DEFGRID3
* xyz 1 1
N 1.271 -1.920 0.411
C -0.158 -1.671 0.301
C -0.818 -2.770 -0.540
C -0.289 -0.274 -0.300
N 0.398 0.647 0.560
C 0.382 1.993 -0.047
C -0.446 1.706 3.630
H 0.174 1.182 4.381
H 1.686 -1.058 0.687
H 1.513 -2.672 1.039
H -0.641 -1.586 1.279
H -0.769 -3.839 -0.069
H -1.865 -2.556 -0.713
H -0.375 -2.826 -1.518
H 0.189 -0.332 -1.302
H -1.335 -0.052 -0.487
H 0.821 2.728 0.698
H 0.946 2.006 -0.996
H -0.631 2.386 -0.321
H -0.257 1.297 2.593
H -0.250 2.786 3.660
H -1.491 1.645 3.889
H 0.597 1.411 -4.357
H -0.832 2.070 -4.175
O -0.148 1.552 -3.670
*
```

Summary:
Energy relative to the best compared isomer or geometry (same formula, charge and spin): 132.81 kcal/mol
Frontier orbital gap: 5.14 eV
Electronic energy: -10477.175 eV